Entry 1:
DFT (ωB97M-V/def2-TZVPD) results for a molecular structure, C43H55FMgNP2.

Computed properties:
Maximum force ... 0.0036 hartree/bohr
LUMO energy ... -0.0763 hartree
Gap between HOMO and LUMO ... 0.27856 hartree
ΔE to the lowest compared entry with this formula, charge and spin ... 0.00 kJ/mol

The geometry in ORCA input format:
```
! RIJCOSX wB97M-V def2-TZVPD def2/J DEFGRID3
* xyz 1 1
Mg 1.1202 -0.4087 -0.3024
N 1.3504 -1.3046 1.7534
C 0.2222 -2.1122 2.1621
C -0.3304 -1.9901 3.4259
C -1.4008 -2.7980 3.7879
C -1.9082 -3.7272 2.8908
C -1.3640 -3.8309 1.6171
C -0.2986 -3.0211 1.2375
P 0.4248 -2.9808 -0.4376
C -0.6390 -4.0521 -1.4286
C -0.5116 -5.4389 -1.4121
C -1.3877 -6.2205 -2.1509
C -2.3891 -5.6227 -2.9043
C -2.5116 -4.2400 -2.9335
C -1.6336 -3.4543 -2.2015
C 1.9975 -3.8735 -0.2377
C 2.2752 -4.6948 0.8533
C 3.4985 -5.3472 0.9387
C 4.4439 -5.1867 -0.0637
C 4.1741 -4.3676 -1.1528
C 2.9596 -3.7062 -1.2356
H 2.1846 -1.8872 1.6709
H 1.5602 -0.6001 2.4541
H 0.0853 -1.2820 4.1344
H -1.8282 -2.7067 4.7778
H -2.7339 -4.3646 3.1774
H -1.7750 -4.5390 0.9085
H 0.2738 -5.9070 -0.8321
H -1.2857 -7.2976 -2.1407
H -3.0694 -6.2359 -3.4807
H -3.2822 -3.7745 -3.5338
H -1.7147 -2.3736 -2.2386
H 1.5353 -4.8345 1.6331
H 3.7092 -5.9854 1.7868
H 5.3952 -5.6977 0.0050
H 4.9132 -4.2359 -1.9318
H 2.7589 -3.0505 -2.0755
F 5.3503 4.7351 0.4298
C 4.8276 3.5627 0.0078
C 4.9607 2.4412 0.8003
C 4.3928 1.2501 0.3708
C 3.7004 1.1493 -0.8407
C 3.0111 -0.1140 -1.2316
C 3.6403 2.3029 -1.6288
C 4.1870 3.5097 -1.2124
H 5.5058 2.5059 1.7332
H 4.5012 0.3657 0.9925
H 3.6005 -0.9786 -0.9034
H 2.9144 -0.1912 -2.3185
H 3.1561 2.2545 -2.5982
H 4.1361 4.3975 -1.8298
C -1.1972 3.7809 -3.6319
C 0.1319 3.0798 -3.3819
C 0.2833 2.7511 -1.8902
C -1.0722 2.4147 -1.2192
C -2.0115 1.7890 -2.2566
C -2.3590 2.8168 -3.3477
P -0.7699 1.3117 0.2168
C -2.3759 0.6572 0.8464
C -2.8673 -0.5846 0.0900
C -3.9629 -1.2960 0.8979
C -4.8709 -0.3008 1.6430
C -4.8944 1.0458 0.9309
C -3.5078 1.7031 0.9828
C -0.1444 2.3590 1.6075
C -0.8217 3.7405 1.8009
C 0.0801 4.8814 1.3330
C 1.3831 4.9352 2.1443
C 1.8550 3.5324 2.5623
C 1.3896 2.4907 1.5513
H -1.2579 4.1518 -4.6550
H -1.2646 4.6581 -2.9811
H 0.9723 3.6951 -3.7054
H 0.1707 2.1627 -3.9778
H 0.7478 3.5954 -1.3802
H 0.9814 1.9163 -1.7739
H -1.5347 3.3335 -0.8459
H -2.9316 1.4303 -1.7968
H -1.5200 0.9144 -2.6978
H -3.2430 3.3810 -3.0431
H -2.6310 2.2834 -4.2606
H -2.1049 0.3046 1.8510
H -2.0409 -1.2770 -0.0874
H -3.2510 -0.2958 -0.8908
H -3.4949 -1.9716 1.6164
H -4.5544 -1.9184 0.2228
H -4.5031 -0.1510 2.6632
H -5.8781 -0.7060 1.7387
H -5.6307 1.7119 1.3814
H -5.2036 0.9027 -0.1090
H -3.3919 2.2307 1.9315
H -3.4361 2.4593 0.1978
H -0.3801 1.7447 2.4859
H -1.0356 3.8762 2.8648
H -1.7855 3.7879 1.2949
H -0.4522 5.8299 1.4103
H 0.3077 4.7480 0.2735
H 1.2361 5.5482 3.0355
H 2.1594 5.4249 1.5536
H 1.4466 3.2733 3.5450
H 2.9405 3.5091 2.6554
H 1.8577 1.5226 1.7594
H 1.7346 2.7751 0.5521
*
```

Entry 2:
DFT (ωB97M-V/def2-TZVPD) results for a molecular structure, C43H55O7SSiW.

Computed properties:
Maximum force ... 0.0118 hartree/bohr
LUMO energy ... -0.1476 hartree
Gap between HOMO and LUMO ... 0.27556 hartree
ΔE to the lowest compared entry with this formula, charge and spin ... 13.97 kJ/mol

The geometry in ORCA input format:
```
! RIJCOSX wB97M-V def2-TZVPD def2/J DEFGRID3
* xyz 1 1
W -0.8941 -1.5506 -0.0048
C 1.5071 3.2485 -3.1075
C 1.5211 1.7553 -3.3315
C 2.3541 1.3517 -4.5314
O 0.1843 1.3000 -3.4545
C 0.1353 0.0047 -2.8919
C 1.0681 0.1784 -1.6675
O 2.0241 1.0942 -2.1584
C 1.8246 -1.0573 -1.0914
O 0.9065 -1.7370 -0.1575
C 3.0071 -0.6802 -0.2025
C 4.0019 -1.6302 0.0201
C 5.0381 -1.3728 0.9041
C 5.0920 -0.1612 1.5791
C 4.1024 0.7866 1.3647
C 3.0606 0.5259 0.4844
C 2.2199 -2.0268 -2.1932
C 1.5458 -3.2177 -2.4257
C 1.9196 -4.0340 -3.4861
C 2.9618 -3.6657 -4.3208
C 3.6456 -2.4802 -4.0846
C 3.2806 -1.6671 -3.0231
C -1.3133 -0.4374 -2.6083
O -1.1529 -1.6619 -1.9116
C -2.1002 0.4641 -1.6637
C -2.2357 1.8321 -1.8236
C -3.0558 2.5415 -0.9585
C -3.7575 1.9066 0.0680
C -3.6213 0.5528 0.2438
C -2.7641 -0.1781 -0.5919
C -2.1339 -0.6784 -3.8755
C -2.1041 0.1979 -4.9565
C -2.9046 -0.0387 -6.0653
C -3.7436 -1.1414 -6.1050
C -3.7800 -2.0138 -5.0265
C -2.9819 -1.7825 -3.9164
H 1.1304 3.7553 -3.9962
H 2.5200 3.5969 -2.9071
H 0.8717 3.4908 -2.2559
H 1.9908 1.8696 -5.4187
H 2.3015 0.2754 -4.6988
H 3.3960 1.6272 -4.3639
H 0.5567 -0.7386 -3.5752
H 0.5086 0.6467 -0.8346
H 3.9661 -2.5796 -0.4988
H 5.8050 -2.1200 1.0646
H 5.9041 0.0451 2.2648
H 4.1436 1.7388 1.8798
H 2.2972 1.2725 0.3326
H 0.7277 -3.5196 -1.7895
H 1.3880 -4.9610 -3.6576
H 3.2488 -4.3037 -5.1468
H 4.4714 -2.1909 -4.7218
H 3.8247 -0.7516 -2.8271
H -1.7304 2.3315 -2.6356
H -3.1698 3.6099 -1.0997
H -4.4177 2.4760 0.7087
H -4.1865 0.0283 0.9981
H -2.9749 -1.2545 -0.6468
H -1.4563 1.0619 -4.9395
H -2.8693 0.6456 -6.9034
H -4.3638 -1.3227 -6.9727
H -4.4284 -2.8801 -5.0487
H -3.0012 -2.4764 -3.0873
C 1.1849 2.5535 2.8749
C 0.0277 2.6973 1.8949
C 0.4251 3.5195 0.6810
C -1.1739 3.3351 2.5769
O -0.3225 1.3841 1.3746
Si -0.8588 0.0363 2.1230
S -1.6587 -3.1138 1.1449
O -2.3346 0.3533 2.7280
C -3.0907 0.0283 3.9165
C -3.4183 -1.4568 3.9122
C -4.3677 0.8543 3.8309
C -2.3055 0.4243 5.1608
O 0.0919 -0.5099 3.2958
C 1.0287 -1.4192 3.9079
C 0.2473 -2.4538 4.7015
C 1.8801 -2.0916 2.8487
C 1.8930 -0.5614 4.8198
H 1.5308 3.5392 3.1914
H 2.0164 2.0207 2.4122
H 0.8723 1.9959 3.7598
H 0.6805 4.5363 0.9840
H -0.4076 3.5627 -0.0246
H 1.2887 3.0870 0.1736
H -0.9067 4.3353 2.9219
H -1.4950 2.7475 3.4358
H -2.0110 3.4190 1.8825
H -3.9305 -1.7281 2.9862
H -4.0757 -1.6996 4.7484
H -2.5128 -2.0564 4.0018
H -5.0021 0.5213 3.0069
H -4.1229 1.9083 3.6868
H -4.9381 0.7539 4.7552
H -1.3316 -0.0600 5.1785
H -2.8608 0.1294 6.0534
H -2.1600 1.5062 5.1955
H -0.3868 -3.0429 4.0347
H -0.3748 -1.9818 5.4630
H 0.9405 -3.1336 5.1993
H 1.2779 -2.7351 2.2035
H 2.6401 -2.7101 3.3283
H 2.3808 -1.3424 2.2395
H 1.2751 -0.0259 5.5428
H 2.4560 0.1645 4.2311
H 2.5980 -1.1916 5.3643
*
```

Entry 3:
DFT (ωB97M-V/def2-TZVPD) results for a molecular structure, C43H56AsN9O3PbS3.

Computed properties:
Maximum force ... 0.0155 hartree/bohr
LUMO energy ... -0.1908 hartree
Gap between HOMO and LUMO ... 0.25356 hartree
ΔE to the lowest compared entry with this formula, charge and spin ... 0.00 kJ/mol

The geometry in ORCA input format:
```
! RIJCOSX wB97M-V def2-TZVPD def2/J DEFGRID3
* xyz 2 1
Pb -0.2970 -0.8346 0.0723
N 3.7154 -0.3785 3.1921
C 2.5324 -0.9509 2.8251
S 1.0452 -0.2118 3.5894
N 2.4735 -1.9251 2.0228
N 1.2617 -2.3838 1.5843
C 0.9907 -3.6271 1.7472
C 1.9674 -4.6267 2.2516
C 1.6567 -5.4943 3.2984
C 2.5743 -6.4479 3.7116
C 3.8049 -6.5500 3.0795
C 4.1249 -5.6822 2.0428
C 3.2177 -4.7191 1.6361
C -0.4172 -4.0355 1.4418
C -0.7960 -5.3693 1.3823
C -2.1307 -5.6840 1.1671
C -3.0497 -4.6628 1.0259
C -2.5838 -3.3561 1.0591
N -1.3081 -3.0469 1.2523
H 3.7282 0.1546 4.0439
H 4.5595 -0.8905 2.9829
H 0.7025 -5.4077 3.8051
H 2.3230 -7.1184 4.5235
H 4.5123 -7.3067 3.3912
H 5.0852 -5.7611 1.5495
H 3.4603 -4.0524 0.8187
H -0.0596 -6.1521 1.4857
H -2.4432 -6.7183 1.1123
H -4.0993 -4.8694 0.8705
H -3.2614 -2.5215 0.9041
C 2.1035 3.6761 -5.2157
C 0.9898 2.8624 -4.6120
C 0.0539 2.2231 -5.4191
C -0.9912 1.4934 -4.8656
C -1.0986 1.4085 -3.4888
C -0.1885 2.0559 -2.6606
C 0.8535 2.7667 -3.2242
S -2.4171 0.4885 -2.7542
O -2.9921 1.3339 -1.7429
O -3.2543 -0.0147 -3.8057
N -1.6470 -0.6844 -1.9482
C -1.4850 -1.9852 -2.3320
C -2.1516 -2.6917 -3.3574
C -1.8484 -4.0169 -3.5492
C -0.8824 -4.6461 -2.7544
C -0.2675 -3.9016 -1.7845
N -0.5567 -2.6080 -1.5634
H 2.2250 3.4547 -6.2749
H 3.0520 3.4898 -4.7096
H 1.8850 4.7423 -5.1237
H 0.1347 2.3036 -6.4971
H -1.7224 0.9935 -5.4896
H -0.3143 1.9981 -1.5838
H 1.5704 3.2709 -2.5836
H -2.8931 -2.1785 -3.9471
H -2.3551 -4.5801 -4.3228
H -0.6336 -5.6894 -2.8916
H 0.5069 -4.3285 -1.1594
C -5.3922 6.6091 -0.7173
C -4.7592 5.4216 -0.0530
C -5.4946 4.2988 0.3019
C -4.8908 3.1766 0.8367
C -5.7576 1.9849 1.1677
C -3.4959 3.1678 1.0548
C -2.8965 1.8889 1.4298
O -1.7866 1.6950 1.9097
C -2.7409 4.3254 0.7460
C -1.2384 4.4504 0.8983
C -3.3915 5.4183 0.2009
H -6.4764 6.5252 -0.7624
H -5.0138 6.7004 -1.7371
H -5.1355 7.5300 -0.1929
H -6.5655 4.2894 0.1322
H -6.8089 2.2521 1.0889
H -5.5821 1.6109 2.1763
H -5.5734 1.1707 0.4604
H -3.5523 1.0160 1.2815
H -1.0022 5.3172 1.5219
H -0.7911 4.6330 -0.0829
H -0.7840 3.5636 1.3224
H -2.8125 6.3007 -0.0591
C 4.9160 -0.0183 -2.7692
N 4.1053 -0.4106 -1.6163
C 4.6324 -0.0064 -0.3286
C 2.7770 -0.6896 -1.7638
N 1.8803 -0.2869 -0.8880
N 2.4542 -1.4521 -2.8407
C 3.3688 -2.4650 -3.3477
C 1.2898 -1.1739 -3.6661
H 5.7520 -0.7024 -2.9251
H 5.3164 0.9832 -2.5980
H 4.3059 0.0143 -3.6676
H 5.6930 -0.2544 -0.2949
H 4.1216 -0.5530 0.4614
H 4.5319 1.0726 -0.1549
H 2.2850 0.4005 -0.2599
H 4.0009 -2.1109 -4.1662
H 2.7718 -3.2964 -3.7221
H 4.0069 -2.8282 -2.5452
H 0.6150 -0.5130 -3.1368
H 0.7687 -2.0998 -3.9143
H 1.5935 -0.6893 -4.5998
C 0.9788 4.5640 4.6200
As 0.2463 2.7807 4.6400
C -1.6669 2.9163 4.7723
C 0.7945 1.9896 6.3066
S 1.3953 1.7819 3.0544
H 1.2752 4.8070 5.6384
H 0.2330 5.2730 4.2707
H 1.8510 4.5993 3.9728
H -1.8224 3.4282 5.7229
H -2.1099 1.9255 4.7905
H -2.0737 3.4884 3.9493
H 0.3590 2.5862 7.1076
H 1.8793 2.0254 6.3757
H 0.4506 0.9623 6.3893
*
```

Entry 4:
DFT (ωB97M-V/def2-TZVPD) results for a molecular structure, C43H56N3P3S4ScSi2 in a non-equilibrium geometry.

Computed properties:
Maximum force ... 0.0782 hartree/bohr
LUMO energy ... 0.0912 hartree
Gap between HOMO and LUMO ... 0.19734 hartree
ΔE to the lowest compared entry with this formula, charge and spin ... 0.00 kJ/mol

The geometry in ORCA input format:
```
! RIJCOSX wB97M-V def2-TZVPD def2/J DEFGRID3
* xyz -1 1
Sc 13.7689 11.9525 9.5146
C 19.0475 11.8737 13.4919
S 19.0378 10.9860 11.9226
C 17.4967 11.4997 11.1435
S 17.3746 13.1691 10.6074
N 16.5775 10.6424 11.0556
N 15.4132 10.7036 10.4655
C 14.7724 9.4167 10.7374
C 13.6405 9.0627 10.0967
C 13.0106 7.7904 10.4096
C 12.0242 7.3330 9.6343
C 11.5206 8.1716 8.5706
C 11.9682 9.4640 8.5082
N 13.0845 9.9084 9.1575
H 19.9759 12.3848 13.6520
H 18.7497 11.4101 14.3967
H 18.3315 12.6864 13.3765
H 15.2704 8.8089 11.4363
H 13.3700 7.1921 11.2538
H 11.4936 6.3730 9.7598
H 10.6528 7.8719 8.0125
H 11.5698 10.2175 7.8498
S 11.3243 12.9391 8.3339
P 11.2213 13.2105 10.3777
C 12.7541 13.3224 11.0656
P 13.7606 14.6011 10.7846
S 14.7058 14.4102 8.9833
C 14.8837 14.6131 12.2219
C 14.9742 13.4390 13.0172
C 15.6750 13.4562 14.1944
C 16.3832 14.5883 14.6219
C 16.3156 15.7499 13.8414
C 15.5424 15.7321 12.6032
C 13.1529 16.3377 10.9564
C 13.3838 17.1951 9.8768
C 13.1032 18.5583 10.0865
C 12.5953 18.9464 11.3096
C 12.2892 18.0282 12.3444
C 12.6012 16.6819 12.1725
C 10.1973 14.6692 10.6677
C 10.0703 15.6962 9.7246
C 9.2337 16.7812 9.8951
C 8.5573 16.9262 11.1437
C 8.7324 15.9550 12.1160
C 9.4820 14.8100 11.8548
C 10.5554 11.7316 11.1665
C 11.3341 11.0321 12.0368
C 10.8492 9.8269 12.5455
C 9.5839 9.3901 12.2408
C 8.8323 10.0726 11.3050
C 9.2930 11.2618 10.7765
H 14.4290 12.6406 12.6086
H 15.7618 12.6887 14.9569
H 16.8315 14.7079 15.5837
H 16.7954 16.5866 14.1987
H 15.5418 16.6583 12.0924
H 13.7136 16.6852 8.9911
H 13.2965 19.2783 9.3024
H 12.3361 19.9818 11.5276
H 11.8814 18.4005 13.2825
H 12.1504 15.8944 12.8408
H 10.5869 15.6207 8.7726
H 9.0629 17.5866 9.1275
H 7.8768 17.7573 11.2782
H 8.1928 15.9911 13.0656
H 9.5101 14.0317 12.6192
H 12.2600 11.4191 12.3614
H 11.4744 9.2141 13.2080
H 9.2642 8.4041 12.5879
H 7.8488 9.6141 10.9273
H 8.7035 11.8480 10.1138
C 13.4290 10.8862 5.4812
P 14.5776 11.4240 6.8833
C 15.5393 9.8383 7.0003
C 15.7467 12.4703 5.9316
H 14.0186 10.4654 4.6567
H 12.7716 11.7145 5.1064
H 12.8256 10.0379 5.8750
H 15.8256 9.5367 5.9703
H 15.0181 8.9682 7.4887
H 16.4772 10.0437 7.5030
H 16.1921 11.9653 5.0034
H 16.6018 12.6694 6.5800
H 15.2673 13.4280 5.7024
C 20.9744 12.5221 9.7233
Si 19.6085 12.3814 8.4737
C 20.2349 12.8492 6.7046
C 19.1074 10.5155 8.3722
C 18.1087 13.4930 8.9470
Si 18.4624 15.3147 8.6444
C 17.3215 16.5054 9.6298
C 20.1808 15.8935 9.1496
C 18.1595 15.5681 6.7861
H 21.2858 11.5687 10.0735
H 20.8087 13.0619 10.6243
H 21.8453 12.9374 9.1884
H 21.0617 12.2921 6.3242
H 20.5612 13.8494 6.7824
H 19.4381 12.8719 6.0023
H 18.2951 10.2035 9.0313
H 19.9245 9.8981 8.7667
H 18.9461 10.2511 7.3105
H 17.2722 13.2449 8.2486
H 17.2671 16.3321 10.6841
H 16.2990 16.3810 9.1858
H 17.6275 17.5556 9.5852
H 20.3179 15.8482 10.2368
H 20.4891 16.8754 8.8517
H 20.9251 15.1493 8.8075
H 17.0575 15.4152 6.5460
H 18.7202 14.8463 6.2348
H 18.5260 16.5424 6.4378
*
```